1.
104
Properties=species:S:1:pos:R:3 method="wB97M-V/def2-TZVPD" molar_mass_g_mol=706.66 e_tot_ha=-4585.816196 gap_ev=8.94 charge=-1 fmax_ev_per_a=2.53
As 0.22011 -0.22522 -0.33457
F 0.80239 1.32110 -0.94891
F -1.00081 -0.19128 -1.56395
F -0.44847 -1.78196 0.20822
F 1.32056 -0.36885 1.03859
F -0.89850 0.55246 0.77313
F 1.37227 -1.02351 -1.41677
O 0.46684 0.89778 -4.05031
H -0.10419 0.62982 -4.77882
H 0.24475 0.29134 -3.33014
O 4.21864 -1.56509 0.38854
H 3.71676 -2.24293 -0.06498
H 3.56588 -0.88244 0.59201
O 3.53389 1.13265 -1.15951
H 3.60807 0.65435 -1.99101
H 2.60680 1.40398 -1.11880
O 1.77131 2.80009 1.25194
H 1.43047 1.95957 1.57651
H 1.47110 2.84467 0.34064
C -1.67472 3.94045 -3.05375
C -0.56192 4.29287 -4.02964
C -0.32911 5.78887 -4.15387
O -1.48904 6.44766 -4.64759
C -1.31042 7.83726 -4.62886
N 0.70277 3.66998 -3.61453
H -2.64776 4.12034 -3.51608
H -1.62956 4.52463 -2.13336
H -1.66296 2.88461 -2.77631
H -0.78218 3.95155 -5.05190
H 0.38819 5.91534 -4.97931
H 0.11034 6.14774 -3.21848
H -0.58435 8.12221 -5.40228
H -1.01584 8.27154 -3.67003
H -2.21528 8.37547 -4.92026
H 0.54241 2.65089 -3.58591
H 1.29879 3.72568 -4.44123
C -1.31245 4.88616 0.90043
C -2.10840 4.14105 1.97909
C -3.10443 3.18366 1.32136
O -3.69086 2.19268 2.12957
C -4.33733 1.19025 1.36629
N -1.13038 3.36827 2.76819
H -0.79471 4.14118 0.29001
H -0.57937 5.56127 1.33089
H -1.95366 5.39881 0.17667
H -2.71967 4.87690 2.51116
H -2.58606 2.68438 0.49002
H -3.89674 3.82835 0.90609
H -3.64569 0.74038 0.65098
H -5.24984 1.61076 0.93549
H -4.61117 0.42106 2.08899
H -1.49833 2.99954 3.64210
H -1.12922 2.50730 2.21706
C 3.49183 -4.29296 -1.99858
C 2.17264 -4.61411 -1.34949
C 2.21393 -4.46981 0.19172
O 0.91863 -4.75263 0.69423
C 0.89054 -5.18265 2.03913
N 1.09304 -3.88939 -2.01418
H 4.26923 -5.03309 -1.78869
H 3.84634 -3.29208 -1.76551
H 3.31643 -4.48101 -3.06155
H 1.80343 -5.64668 -1.40263
H 2.55960 -3.47714 0.48890
H 2.84441 -5.26230 0.61250
H 1.80597 -4.93938 2.58457
H 0.74679 -6.26060 2.14800
H 0.06974 -4.67587 2.54289
H 0.27077 -3.97039 -1.41666
H 1.26033 -2.88139 -2.04385
C -3.91160 -3.64529 0.80321
C -3.61011 -3.33556 -0.65502
C -4.08795 -1.99832 -1.23091
O -4.10522 -2.12524 -2.64031
C -4.55506 -1.01970 -3.35038
N -2.21097 -3.63154 -0.97135
H -3.64436 -2.82285 1.48343
H -3.38002 -4.50022 1.21900
H -4.96543 -3.81423 1.04398
H -4.20909 -4.14168 -1.10099
H -3.41458 -1.19147 -0.93401
H -5.09807 -1.86653 -0.82587
H -3.80324 -0.22297 -3.30103
H -5.50043 -0.58402 -2.98589
H -4.84996 -1.28729 -4.36633
H -1.61900 -2.98572 -0.43620
H -2.09405 -3.25713 -1.91479
C 5.57983 -1.01632 5.65164
C 4.53677 -2.00698 5.18126
C 3.09563 -1.50095 5.10899
O 2.28053 -2.63717 4.94530
C 1.03903 -2.35496 4.37991
N 4.95481 -2.30890 3.74885
H 6.59795 -1.33655 5.47020
H 5.38202 -0.76978 6.70656
H 5.31543 -0.04170 5.23145
H 4.56857 -2.96262 5.71218
H 3.01791 -0.75174 4.31190
H 2.80267 -0.94904 6.01350
H 0.38386 -3.21957 4.31438
H 1.06868 -1.76844 3.45187
H 0.45740 -1.64318 4.99850
H 5.61016 -3.08043 3.83628
H 4.10533 -2.70606 3.34710

2.
116
Properties=species:S:1:pos:R:3 method="wB97M-V/def2-TZVPD" molar_mass_g_mol=838.70 e_tot_ha=-3384.364553 gap_ev=6.58 charge=+1 fmax_ev_per_a=2.42
C 7.20108 -1.71365 0.52637
O 6.32428 -0.61644 0.43372
C 5.64394 -0.59450 -0.82481
C 4.97938 0.78444 -1.00137
C 3.59265 0.63659 -1.66148
C 2.60659 1.75715 -1.26765
C 1.60068 1.27804 -0.19268
C 0.15893 1.56377 -0.55572
N -0.84131 1.27700 0.51077
C -0.57454 0.52484 1.58846
C -1.51330 0.34548 2.57122
C -2.74183 0.91228 2.41717
C -3.83384 0.71893 3.42912
O -3.95611 -0.33992 4.01389
O -4.72153 1.75363 3.66227
C -3.00158 1.65844 1.29514
C -2.06667 1.82920 0.34538
C -2.46233 2.65032 -0.85512
C -3.47229 1.93999 -1.81275
O -4.07243 0.77899 -1.27886
C -5.38500 0.95580 -0.79410
C -6.43127 0.25176 -1.68641
F -7.32187 1.22177 -2.05733
F -5.90700 -0.19692 -2.82987
C -7.27487 -0.81465 -0.96314
F -8.29858 -1.22864 -1.70223
F -7.81212 -0.18085 0.11769
C -6.50694 -2.04588 -0.39916
F -5.79141 -1.75303 0.70354
F -7.45356 -2.92578 -0.01234
C -5.60656 -2.82062 -1.37907
F -6.28336 -3.06287 -2.52279
F -4.42799 -2.22007 -1.59872
H 7.85063 -1.77770 -0.35024
H 7.82075 -1.55133 1.41683
H 6.67073 -2.66044 0.70750
H 6.36283 -0.78817 -1.62863
H 4.89756 -1.40406 -0.81591
H 5.66748 1.34827 -1.61845
H 4.93967 1.21590 -0.00523
H 3.21874 -0.35370 -1.38100
H 3.71374 0.61788 -2.74425
H 2.12449 2.20146 -2.14062
H 3.21023 2.54582 -0.81062
H 1.82191 1.73861 0.77042
H 1.71654 0.21099 -0.05219
H -0.07373 1.06531 -1.50561
H 0.10955 2.63966 -0.73738
H 0.39418 0.01947 1.73392
H -1.29011 -0.27112 3.42998
H -5.53378 1.50199 3.19749
H -3.98768 2.08164 1.17350
H -1.63671 3.01421 -1.45809
H -2.95859 3.54202 -0.46231
H -4.19718 2.68952 -2.13993
H -2.95411 1.63242 -2.72501
H -5.40658 0.56889 0.22887
H -5.66990 2.00771 -0.71003
H -5.39774 -3.79280 -0.91961
O 1.80352 -1.45530 1.14146
H 1.20580 -2.20974 1.17738
H 2.68592 -1.85185 1.18899
O -4.78924 -0.22448 6.91849
H -4.43895 0.06454 6.06858
H -5.17371 0.56816 7.30540
O -0.07193 -0.72713 -2.46693
H -1.00279 -0.78650 -2.22022
H 0.06655 -1.47017 -3.06727
O -0.14662 1.75644 -4.33086
H -1.08887 1.60836 -4.21568
H 0.26173 0.94871 -3.98998
O 0.24019 -2.45717 3.69125
H -0.71400 -2.55026 3.77269
H 0.58108 -3.27434 4.06862
O -7.60462 -5.17152 -4.24495
H -7.15785 -4.45872 -3.77598
H -8.52847 -5.07313 -3.98768
O 3.84485 1.89249 1.92893
H 4.36476 1.76897 2.73263
H 3.09402 2.41759 2.22265
O 7.20065 2.65570 -0.68514
H 7.28158 3.22801 -1.45934
H 8.02303 2.79845 -0.20210
O -0.61817 -4.09099 6.04934
H -1.39785 -3.95771 6.59848
H -0.42462 -5.02985 6.14185
O 9.99814 -1.63936 2.48272
H 9.47162 -1.28161 3.20492
H 10.04499 -0.91772 1.84791
O -9.48681 -7.88883 -4.34302
H -10.06613 -7.95267 -5.10872
H -8.98735 -7.07930 -4.48628
O 5.94221 5.25092 -0.45697
H 5.19606 5.30497 0.14635
H 6.22587 4.32658 -0.40094
O 4.07698 -3.33023 0.90144
H 4.04125 -4.23844 0.58608
H 5.01760 -3.10932 0.89474
O -0.37769 4.06568 1.92338
H -0.83309 3.36351 1.44615
H -1.08007 4.53331 2.39011
O 1.13473 3.72691 4.77584
H 0.33610 3.77965 5.30938
H 0.81539 3.53410 3.88608
O -5.59006 -3.56520 -6.23968
H -6.41535 -3.52531 -5.74649
H -5.30775 -4.48032 -6.14450
O 2.80341 1.96062 -4.44744
H 1.90911 2.04743 -4.80014
H 3.36393 1.94682 -5.22996
O 5.74536 3.74200 3.66587
H 6.25996 3.60779 4.46848
H 4.99219 4.26692 3.95718
O 8.86354 -0.80372 -2.40147
H 8.95997 -0.26203 -3.19127
H 9.68770 -0.66871 -1.92289

3.
124
Properties=species:S:1:pos:R:3 method="wB97M-V/def2-TZVPD" molar_mass_g_mol=840.90 e_tot_ha=-3060.940508 gap_ev=9.26 charge=0 fmax_ev_per_a=9.29
C -1.85360 -24.35013 16.32255
C -1.33656 -23.07465 16.97030
C -0.89215 -23.33909 18.42215
O -0.23745 -22.59269 16.15735
H -2.15267 -24.08956 15.30728
H -2.79487 -24.74334 16.70658
H -1.09349 -25.13062 16.28856
H -2.19103 -22.40473 17.06620
H -1.54211 -24.06058 18.91722
H -0.69209 -22.42560 18.98217
H 0.10054 -23.78331 18.49523
H -0.54319 -22.73185 15.25804
C 3.30149 -9.87852 14.09024
C 3.37424 -11.24371 14.78088
C 2.04767 -11.72119 15.19117
O 3.79903 -12.25321 13.94165
H 4.16760 -9.26732 14.34399
H 2.45717 -9.32333 14.49887
H 3.17732 -9.86025 13.00748
H 3.90161 -11.17358 15.73223
H 1.75793 -11.02134 15.97499
H 2.16810 -12.67073 15.71268
H 1.33502 -11.77644 14.36826
H 3.93459 -13.02730 14.49301
C 3.38534 -13.19280 22.27116
C 4.03902 -12.10365 21.39120
C 3.85965 -10.72051 21.89992
O 5.40150 -12.37546 21.22007
H 3.45280 -12.95722 23.33326
H 3.90263 -14.12687 22.05206
H 2.31531 -13.15982 22.06609
H 3.58300 -12.22644 20.40881
H 3.96662 -10.00453 21.08505
H 4.62704 -10.37541 22.59284
H 2.83935 -10.67281 22.28047
H 5.82788 -11.63741 20.77838
C -4.45731 -21.85502 22.98165
O -4.01958 -23.02391 22.98390
N -5.72957 -21.59694 22.86420
N -3.68375 -20.82228 23.05506
H -6.10542 -20.65994 22.83480
H -6.40175 -22.34672 22.78611
H -3.90906 -19.83873 23.01071
H -2.71624 -21.06859 23.20789
C 7.63974 -18.40853 22.90103
O 6.64865 -18.87934 22.40235
N 8.63400 -19.10375 23.48286
N 7.94495 -17.17471 22.82766
H 8.50652 -20.10410 23.42676
H 9.54697 -18.67179 23.47917
H 7.27491 -16.69277 22.24553
H 8.73808 -16.80368 23.33102
C 3.67343 -18.58918 12.60529
O 4.63034 -18.34476 11.91576
N 2.63485 -17.80284 12.82002
N 3.58590 -19.59439 13.38657
H 2.16799 -17.82478 13.71537
H 2.65883 -16.91677 12.33585
H 2.66686 -19.74820 13.77618
H 4.27936 -20.31458 13.24328
C -4.77818 -16.87962 19.54522
O -3.94502 -16.69497 20.33635
N -4.47284 -17.31842 18.41314
N -6.02274 -16.42995 19.49579
H -5.17898 -17.43230 17.70008
H -3.54178 -17.62481 18.16951
H -6.66750 -16.91379 18.88728
H -6.17668 -15.80157 20.27139
C -4.36277 -11.78474 23.51633
O -5.39257 -12.11708 22.84249
N -4.29068 -10.79438 24.31760
N -3.34201 -12.58370 23.51000
H -5.18116 -10.32353 24.39145
H -3.53831 -10.68786 24.98295
H -2.57573 -12.32724 24.11593
H -3.40262 -13.34182 22.84541
C 3.57828 -18.30379 27.14966
O 4.03365 -17.71780 28.14415
N 3.81437 -19.47601 26.71708
N 2.70852 -17.84752 26.29726
H 3.54502 -19.75520 25.78455
H 4.59207 -19.85932 27.23512
H 2.43219 -16.90763 26.54290
H 2.21660 -18.36790 25.58499
C -2.92201 -15.22629 12.78792
O -3.10942 -14.04467 13.00405
N -3.38187 -15.97459 11.79050
N -2.43350 -16.16578 13.55882
H -3.12950 -16.92396 11.55571
H -4.04206 -15.41235 11.27270
H -2.34623 -17.09693 13.17744
H -1.99168 -15.81244 14.39551
C 6.72292 -23.09201 17.78676
O 6.34724 -23.00949 16.65781
N 7.97659 -23.18525 18.09160
N 5.95434 -23.06418 18.86363
H 8.58969 -23.30863 17.29852
H 8.24933 -22.95257 19.03582
H 6.45876 -22.94598 19.73063
H 4.96153 -22.88535 18.81415
C 1.96390 -23.64989 23.49943
O 1.73983 -22.46272 23.27646
N 3.13111 -24.19006 23.64217
N 1.03807 -24.54346 23.67548
H 3.27243 -25.15899 23.88972
H 3.89456 -23.53043 23.59601
H 1.49216 -25.43585 23.80795
H 0.04843 -24.45192 23.49569
C 7.70805 -16.84320 16.58950
O 8.54744 -15.99543 16.18318
N 6.76965 -16.63591 17.53496
N 7.67948 -18.09428 16.10678
H 6.23219 -17.37949 17.95726
H 6.69883 -15.73763 17.99124
H 7.06249 -18.88047 16.25289
H 8.32618 -18.32966 15.36755
C 1.62398 -18.35734 18.85440
O 1.09983 -17.95859 17.85188
N 1.16954 -18.19386 20.05264
N 2.77472 -19.01736 18.87002
H 0.28893 -17.70021 20.08302
H 1.52060 -18.74254 20.82452
H 3.02399 -19.47660 18.00569
H 3.18316 -19.42694 19.69798

4.
106
Properties=species:S:1:pos:R:3 method="wB97M-V/def2-TZVPD" molar_mass_g_mol=588.78 e_tot_ha=-2075.157977 gap_ev=9.57 charge=0 fmax_ev_per_a=5.90
O 0.73281 0.02155 4.85189
H 1.61200 -0.18475 5.16923
H 0.42759 -0.78987 4.44610
O -3.67400 3.60051 0.51541
H -4.00518 2.96512 1.15010
H -3.76826 3.16497 -0.33173
O 2.70695 2.84543 1.18058
H 3.30128 3.57661 1.34911
H 2.93047 2.19592 1.84723
O -3.87132 -1.05618 1.00443
H -4.50139 -0.66683 0.39809
H -3.02316 -0.71457 0.72130
O -0.05918 -2.44806 3.83760
H -0.15294 -3.05745 3.10541
H -0.83328 -2.60253 4.37902
O -0.63141 3.04695 -0.19090
H 0.00032 2.47778 0.24863
H -0.95600 3.62408 0.50033
C 2.05208 -2.90358 -2.69178
O 1.39588 -3.84987 -2.20505
N 2.01183 -2.34028 -3.88060
N 2.99655 -2.32513 -1.96986
H 1.77373 -2.90276 -4.68498
H 2.18276 -1.34907 -3.97215
H 3.10593 -2.65835 -1.02271
H 3.54459 -1.63967 -2.46976
C -4.48676 1.07196 -2.34192
O -4.93557 0.37653 -1.40666
N -5.25880 1.26992 -3.39696
N -3.31830 1.54643 -2.39940
H -6.20336 0.93514 -3.27110
H -4.93916 1.79772 -4.19655
H -2.61169 1.36981 -1.69968
H -3.05990 2.01207 -3.25759
C 3.67805 1.02923 -1.75496
C 4.92430 0.59338 -2.54426
C 6.09351 0.29143 -1.53159
O 4.65273 -0.61086 -3.24308
H 3.05213 0.30717 -1.23060
H 2.99085 1.50411 -2.45521
H 4.00221 1.86776 -1.13860
H 5.24995 1.43741 -3.15225
H 6.54243 1.12953 -0.99853
H 6.85287 -0.09290 -2.21259
H 5.92229 -0.44019 -0.74196
H 5.46087 -0.95891 -3.62697
C -3.33202 -4.81614 1.45362
C -2.08357 -4.55410 0.67454
C -2.28077 -3.95418 -0.73843
O -1.09306 -3.91544 1.45091
H -3.95179 -3.96927 1.74828
H -3.10766 -5.41779 2.33441
H -3.96649 -5.47860 0.86480
H -1.73077 -5.55655 0.43220
H -1.30120 -3.73077 -1.16109
H -2.80177 -2.99859 -0.79768
H -2.83137 -4.57977 -1.44097
H -0.34883 -3.88854 0.84511
C 0.22048 4.67658 3.37770
C -1.12577 5.13475 3.05420
C -1.43500 6.59290 3.36884
O -1.33311 5.16353 1.71893
H 0.48074 3.70162 2.96561
H 0.35096 4.60816 4.45769
H 0.90113 5.43619 2.99325
H -1.89315 4.53428 3.54273
H -0.66634 7.21958 2.91660
H -1.28784 6.79979 4.42886
H -2.29372 7.12844 2.96397
H -2.24379 5.41789 1.55282
C -1.91046 -1.90223 -3.89990
C -2.60325 -1.61684 -5.21540
C -4.12402 -1.94236 -5.03778
O -2.40436 -0.27501 -5.53446
H -0.83441 -1.77944 -4.02283
H -2.07818 -2.89002 -3.47064
H -2.21240 -1.15298 -3.16807
H -2.21735 -2.26399 -6.00305
H -4.15552 -3.03183 -5.02594
H -4.56219 -1.34646 -5.83841
H -4.48678 -1.68702 -4.04214
H -1.45688 -0.12091 -5.52233
C 0.01093 -0.23704 -0.59046
C -0.99689 -0.14730 0.48870
C -0.29080 0.46668 1.69932
O -1.99289 0.79081 0.16507
H -0.53097 -0.60124 -1.46327
H 0.78187 -0.97507 -0.36898
H 0.41760 0.75730 -0.77487
H -1.31653 -1.15644 0.74868
H 0.35913 -0.26935 2.17256
H -1.09902 0.88198 2.30132
H 0.27050 1.35748 1.41729
H -1.58804 1.66101 0.14428
C 4.89674 -0.16904 2.69933
C 3.63226 -0.49351 3.55982
C 3.49746 -1.86956 4.03005
O 3.52384 0.34127 4.73919
H 4.76189 0.86860 2.39400
H 4.98007 -0.87455 1.87265
H 5.77659 -0.42449 3.28986
H 2.74368 -0.14468 3.03365
H 4.39338 -2.20435 4.55287
H 3.13426 -2.67774 3.39520
H 2.66200 -1.83141 4.72908
H 4.26612 0.93908 4.85428